C4H9BrOP2 | ωB97M-V/def2-TZVPD

The geometry in XYZ format:
```
17
Properties=species:S:1:pos:R:3:lowdin_charge:R:1
C -1.34 -0.79 -1.65 -0.289
C -0.70 0.48 -1.75 -0.315
C 0.56 1.91 2.22 -0.394
C -1.41 -1.50 -2.87 -0.547
O -0.41 1.27 -0.75 -0.175
P 1.68 -1.06 1.17 0.533
P 0.01 0.16 1.81 0.753
Br 0.26 -2.69 -2.85 0.436
H -1.63 -1.00 -0.67 0.054
H -0.44 0.78 -2.75 0.100
H 0.32 2.43 1.28 0.018
H 1.63 1.93 2.57 0.041
H -0.13 2.31 3.00 0.029
H -1.11 -0.77 -3.73 0.077
H -2.26 -2.03 -3.24 0.047
H 1.56 -1.83 2.41 -0.104
H 0.68 -1.70 0.68 -0.263
```

The HOMO-LUMO gap (alpha / beta) comes out at 4.9 / 4.6 eV. The calculation puts the LUMO energy (alpha / beta) at -2.5 / -2.7 eV. For the energy above the lowest of the compared OMol25 structures with the same formula, charge and spin, the calculation gives 1.7337 eV. The charge is 0. The calculated total energy is -3489.5867 a.u.

***

C6H14N2 | ωB97M-V/def2-TZVPD

The geometry in XYZ format:
```
22
Properties=species:S:1:pos:R:3:lowdin_charge:R:1
C 0.09 2.47 -0.87 -0.120
N -0.06 1.41 0.17 -0.105
C 0.14 0.00 -0.19 -0.348
C -0.31 -0.84 1.16 -0.173
C -1.84 -0.94 1.22 -0.195
C -2.41 -2.13 1.09 -0.023
C 1.60 -0.50 -0.44 -0.226
N 2.10 0.15 -1.74 -0.037
H 0.86 3.15 -0.41 0.077
H 0.26 2.04 -1.94 0.101
H -0.77 3.11 -0.75 0.044
H 0.60 1.63 0.89 0.081
H -0.48 -0.26 -1.08 0.145
H 0.11 -1.90 1.03 0.117
H 0.06 -0.35 2.08 0.109
H -2.40 0.09 1.25 0.133
H -3.50 -2.24 1.23 0.058
H -1.95 -3.01 0.96 0.009
H 1.68 -1.64 -0.61 0.123
H 2.31 -0.26 0.39 0.107
H 2.75 0.91 -1.59 0.046
H 2.62 -0.58 -2.30 0.075
```

The HOMO-LUMO gap comes out at 9.3 eV. The calculation puts the LUMO energy at 1.0 eV. For the energy above the lowest of the compared OMol25 structures with the same formula, charge and spin, the calculation gives 2.5776 eV. Its SMILES is C=CC[C@H](CN)NC. The charge is 0. The calculated total energy is -346.4324 a.u.

***

C18H14AsClO4RuS | ωB97M-V/def2-TZVPD

The geometry in XYZ format:
```
40
Properties=species:S:1:pos:R:3:lowdin_charge:R:1
Ru 0.68 -2.56 0.69 1.055
S 3.58 -0.48 0.24 1.138
C 2.68 0.97 0.53 -0.488
C 3.49 2.09 0.73 -0.059
C 2.91 3.32 1.00 -0.003
C 1.53 3.44 1.08 -0.001
C 0.72 2.33 0.87 -0.051
C 1.28 1.10 0.58 -0.334
As 0.04 -0.30 0.27 1.336
C -1.72 0.23 0.64 -0.392
C -2.16 0.31 1.96 -0.088
C -3.46 0.71 2.19 -0.030
C -4.30 1.00 1.12 -0.017
C -3.85 0.90 -0.19 -0.034
C -2.55 0.50 -0.45 -0.080
C 0.16 -1.02 -1.49 -0.414
C -0.41 -2.30 -1.67 -0.176
C -0.33 -2.93 -2.91 -0.026
C 0.30 -2.28 -3.96 -0.007
C 0.86 -1.02 -3.77 -0.007
C 0.82 -0.39 -2.54 -0.064
H 4.57 1.99 0.68 0.129
H 3.54 4.18 1.17 0.136
H 1.08 4.40 1.30 0.133
H -0.36 2.44 0.93 0.114
H -1.50 0.07 2.79 0.100
H -3.83 0.78 3.21 0.127
H -5.32 1.30 1.31 0.127
H -4.51 1.14 -1.01 0.126
H -2.20 0.42 -1.47 0.111
H -1.05 -2.75 -0.91 0.097
H -0.77 -3.91 -3.05 0.132
H 0.35 -2.75 -4.93 0.132
H 1.34 -0.51 -4.61 0.132
H 1.27 0.58 -2.40 0.121
O 2.24 -1.54 3.13 -0.297
Cl 1.07 -2.25 2.72 0.660
O -0.09 -1.91 3.49 -0.318
O 1.27 -3.72 2.62 -0.340
O 2.61 -1.63 0.13 -0.683
```

The HOMO-LUMO gap (alpha / beta) comes out at 6.7 / 6.3 eV. The spin multiplicity is 5. The calculation puts the LUMO energy (alpha / beta) at -8.7 / -9.6 eV. The charge is +2. The calculated total energy is -4183.3105 a.u.

***

C37H34F2NSi | ωB97M-V/def2-TZVPD

The geometry in XYZ format:
```
75
Properties=species:S:1:pos:R:3:lowdin_charge:R:1
F -3.04 7.31 0.10 0.057
C -3.04 5.94 0.14 -0.215
C -4.26 5.26 0.11 0.050
C -4.23 3.86 0.14 -0.030
C -3.01 3.18 0.19 0.000
C -1.77 3.87 0.22 -0.186
C -0.52 3.16 0.27 0.078
C 0.72 3.79 0.12 -0.047
C 1.96 3.15 0.17 0.079
C 3.21 3.84 0.15 -0.188
C 3.27 5.27 0.16 0.078
C 4.51 5.90 0.13 -0.214
F 4.54 7.27 0.12 0.057
C 5.73 5.20 0.11 0.052
C 5.67 3.80 0.12 -0.033
C 4.45 3.14 0.14 0.004
C -1.81 5.29 0.20 0.077
H -5.19 5.81 0.07 0.137
H -5.17 3.31 0.12 0.125
H -3.00 2.08 0.20 0.108
H -0.55 2.08 0.44 0.119
H 0.72 4.87 -0.09 0.096
H 1.98 2.06 0.24 0.140
H 2.36 5.87 0.19 0.125
H 6.67 5.74 0.10 0.136
H 6.61 3.23 0.11 0.123
H 4.43 2.04 0.14 0.115
H -0.89 5.88 0.24 0.124
C -2.90 -0.65 -3.22 -0.082
C -2.79 -2.05 -3.22 -0.071
C -1.97 -2.69 -2.28 -0.072
C -1.29 -1.93 -1.32 -0.245
Si -0.22 -2.75 -0.04 0.721
C -0.29 -4.60 -0.23 -0.245
C 0.89 -5.30 -0.48 -0.082
C 0.86 -6.69 -0.66 -0.076
C -0.35 -7.39 -0.55 -0.078
C -1.53 -6.69 -0.29 -0.074
C -1.51 -5.30 -0.13 -0.102
C 1.51 -2.11 -0.18 -0.259
C 1.98 -1.71 -1.44 -0.083
C 3.30 -1.27 -1.60 -0.081
C 4.15 -1.20 -0.49 -0.102
C 3.68 -1.57 0.77 -0.087
C 2.36 -2.02 0.93 -0.090
C -0.89 -2.29 1.68 -0.386
C -2.32 -2.76 2.00 -0.169
C -2.88 -1.66 2.91 -0.154
C -2.06 -0.40 2.59 -0.212
N -0.91 -0.87 1.84 -0.085
C -1.41 -0.53 -1.31 -0.104
C -2.21 0.11 -2.27 -0.092
H -3.53 -0.16 -3.97 0.104
H -3.32 -2.64 -3.96 0.107
H -1.87 -3.77 -2.29 0.099
H 1.84 -4.76 -0.55 0.098
H 1.78 -7.23 -0.86 0.104
H -0.37 -8.47 -0.68 0.106
H -2.48 -7.22 -0.20 0.105
H -2.44 -4.76 0.07 0.097
H 1.31 -1.76 -2.31 0.109
H 3.66 -0.99 -2.59 0.105
H 5.18 -0.86 -0.61 0.101
H 4.34 -1.52 1.64 0.104
H 2.00 -2.32 1.92 0.102
H -0.16 -2.80 2.36 0.110
H -2.90 -2.77 1.07 0.099
H -2.34 -3.76 2.43 0.116
H -3.95 -1.50 2.75 0.109
H -2.72 -1.93 3.95 0.110
H -2.63 0.29 1.96 0.084
H -1.78 0.16 3.50 0.111
H -0.03 -0.37 1.88 0.106
H -0.89 0.05 -0.55 0.068
H -2.28 1.20 -2.27 0.088
```

The HOMO-LUMO gap comes out at 3.9 eV. The calculation puts the LUMO energy at -6.0 eV. For the energy above the lowest of the compared OMol25 structures with the same formula, charge and spin, the calculation gives 0.7812 eV. The charge is +1. The calculated total energy is -1974.0434 a.u.

***

C3H6N4O | ωB97M-V/def2-TZVPD

The geometry in XYZ format:
```
14
Properties=species:S:1:pos:R:3:lowdin_charge:R:1
C -0.16 -0.26 -0.71 -0.517
C -0.31 -1.59 -0.36 -0.060
C 0.39 -1.76 0.92 -0.058
H 1.00 1.87 -1.19 0.153
H -0.65 2.60 -1.93 0.156
H -0.32 -2.32 -1.38 0.168
H 0.29 -2.58 1.82 0.165
H 1.27 -0.28 2.35 0.254
H -1.10 1.31 0.33 0.093
N -0.17 1.82 -1.14 -0.120
N -0.66 0.42 -1.62 0.075
N 0.92 -0.52 1.22 -0.063
N 0.36 0.44 0.45 -0.197
O -0.85 0.86 1.23 -0.049
```

The HOMO-LUMO gap comes out at 7.9 eV. The calculation puts the LUMO energy at 0.1 eV. For the energy above the lowest of the compared OMol25 structures with the same formula, charge and spin, the calculation gives 9.3241 eV. Its SMILES is N/N=c1/cc[nH]n1O. The charge is 0. The calculated total energy is -411.8663 a.u.

***

CO3S | ωB97M-V/def2-TZVPD

The geometry in XYZ format:
```
5
Properties=species:S:1:pos:R:3:lowdin_charge:R:1
C 1.00 1.45 0.26 -0.014
O 1.24 1.52 -0.86 0.037
O 0.04 -1.41 -0.69 -0.448
O -1.82 -0.62 0.65 -0.407
S -0.46 -0.94 0.64 0.832
```

The HOMO-LUMO gap comes out at 10.5 eV. The calculation puts the LUMO energy at -1.4 eV. For the energy above the lowest of the compared OMol25 structures with the same formula, charge and spin, the calculation gives 0.0876 eV. The charge is 0. The calculated total energy is -661.9856 a.u.

***

H16O8 | ωB97M-V/def2-TZVPD

The geometry in XYZ format:
```
24
Properties=species:S:1:pos:R:3:lowdin_charge:R:1
O -2.13 0.83 1.13 -0.036
H -2.46 -0.06 0.98 0.074
H -2.83 1.41 0.82 0.071
O 0.50 0.03 0.01 -0.045
H 0.23 0.70 0.64 0.028
H 0.67 0.51 -0.81 0.018
O 1.04 1.74 -2.33 -0.033
H 1.84 2.25 -2.48 0.068
H 0.32 2.30 -2.63 0.066
O 2.63 -1.63 0.87 -0.070
H 3.31 -1.30 0.27 0.027
H 1.88 -1.04 0.71 -0.022
O 0.15 -0.68 -3.93 -0.078
H -0.45 -0.71 -3.17 -0.019
H 0.70 0.09 -3.74 -0.008
O 0.78 -2.50 2.94 -0.055
H 0.63 -1.64 2.52 -0.006
H 0.27 -2.48 3.75 0.026
O -0.05 0.87 3.06 -0.051
H -0.79 0.78 2.45 -0.023
H -0.42 0.70 3.93 0.044
O -1.69 -0.23 -1.88 -0.042
H -1.52 0.30 -1.10 0.006
H -2.64 -0.23 -2.00 0.059
```

The HOMO-LUMO gap comes out at 9.8 eV. The calculation puts the LUMO energy at -0.4 eV. For the energy above the lowest of the compared OMol25 structures with the same formula, charge and spin, the calculation gives 2.1743 eV. Its SMILES is O.O.O.O.O.O.O.O. The charge is 0. The calculated total energy is -611.5027 a.u.

***

C4H10N3S | ωB97M-V/def2-TZVPD

The geometry in XYZ format:
```
18
Properties=species:S:1:pos:R:3:lowdin_charge:R:1
C 1.96 0.95 1.01 -0.254
C 1.57 -0.47 0.66 -0.074
C -0.58 0.53 0.05 -0.465
C -0.16 -1.54 -0.97 0.034
N 1.20 1.89 0.84 0.187
N -1.99 2.63 0.47 -0.258
N 0.50 -0.32 -0.40 -0.223
S -1.30 1.78 -0.93 0.889
H 2.89 1.33 1.42 0.131
H 2.32 -1.24 0.42 0.141
H 1.15 -0.92 1.66 0.178
H -0.85 0.15 1.12 0.158
H -0.93 -1.18 -1.63 0.098
H 0.66 -2.12 -1.57 0.155
H -0.41 -2.17 -0.16 0.095
H -2.86 3.06 0.23 0.021
H -1.35 3.40 0.78 0.054
H 0.86 0.20 -1.14 0.134
```

The HOMO-LUMO gap (alpha / beta) comes out at 7.7 / 8.6 eV. The calculation puts the LUMO energy (alpha / beta) at -4.3 / -4.3 eV. For the energy above the lowest of the compared OMol25 structures with the same formula, charge and spin, the calculation gives 5.2497 eV. The charge is +1. The calculated total energy is -720.4375 a.u.

***

C4H8N2S | ωB97M-V/def2-TZVPD

The geometry in XYZ format:
```
15
Properties=species:S:1:pos:R:3:lowdin_charge:R:1
C -0.89 -1.58 0.92 -0.368
C -0.41 0.89 0.02 -0.660
C -0.86 2.15 -0.05 -0.008
C 1.93 -0.06 0.21 -0.359
H -1.56 -2.42 0.85 0.024
H 0.14 -1.93 0.89 0.026
H -1.08 -1.04 1.82 0.037
H -1.85 2.33 -0.46 0.060
H -0.23 2.98 0.20 0.054
H 1.19 1.54 1.22 0.149
H 2.81 -0.05 0.89 0.118
H 1.21 -0.73 -1.44 0.004
N 0.89 0.72 0.64 -0.031
N 2.06 -0.73 -0.87 0.075
S -1.25 -0.56 -0.55 0.879
```

The HOMO-LUMO gap comes out at 9.4 eV. The calculation puts the LUMO energy at 0.8 eV. For the energy above the lowest of the compared OMol25 structures with the same formula, charge and spin, the calculation gives 1.6729 eV. Its SMILES is [H]/N=C\NC(=C)SC. The charge is 0. The calculated total energy is -664.8713 a.u.

***

C9H14O | ωB97M-V/def2-TZVPD

The geometry in XYZ format:
```
24
Properties=species:S:1:pos:R:3:lowdin_charge:R:1
C -0.40 2.79 -0.71 -0.175
C -0.20 1.89 -1.91 -0.174
H -0.30 3.88 -0.82 0.045
H -1.42 2.63 -0.35 0.054
H 0.24 2.45 0.10 0.051
H -0.35 0.90 -1.55 0.014
H 0.78 1.87 -2.39 0.059
H -0.95 1.89 -2.71 0.057
C 2.36 0.23 1.91 -0.108
C -0.12 0.02 1.53 -0.143
C 1.17 -0.29 1.14 -0.381
C -1.26 -0.42 0.77 -0.119
C -1.00 -1.19 -0.36 -0.424
C 1.39 -0.92 -0.10 -0.135
C 0.26 -1.40 -0.87 -0.119
O -2.07 -1.79 -1.03 -0.028
H -0.26 0.60 2.44 0.076
H -2.25 -0.35 1.22 0.064
H 2.21 1.08 2.57 0.057
H 3.13 0.52 1.20 0.056
H 2.37 -1.36 -0.27 0.061
H -2.86 -1.29 -0.82 0.070
H 0.36 -2.19 -1.61 0.080
H 2.78 -0.57 2.53 0.060
```

The HOMO-LUMO gap (alpha / beta) comes out at 3.5 / 7.3 eV. The spin multiplicity is 2. The calculation puts the LUMO energy (alpha / beta) at 4.0 / 3.8 eV. For the energy above the lowest of the compared OMol25 structures with the same formula, charge and spin, the calculation gives 0.1978 eV. The charge is -1. The calculated total energy is -426.5171 a.u.

***

C11H26AlBrNO4 | ωB97M-V/def2-TZVPD

The geometry in XYZ format:
```
44
Properties=species:S:1:pos:R:3:lowdin_charge:R:1
C 2.60 -0.88 0.88 -0.066
C 1.54 -1.74 1.61 -0.419
O 1.70 -3.13 1.34 -0.042
C 0.13 -1.29 1.10 -0.206
N -0.25 0.02 1.64 -0.073
C -1.69 0.17 1.89 -0.209
C -2.64 -0.10 0.67 -0.322
O -3.80 -0.81 1.11 -0.360
Al -3.56 -2.64 1.19 -0.131
Br -2.53 -3.34 3.31 -0.005
H 3.58 -1.00 1.35 0.059
H 2.60 -1.19 -0.18 0.082
H 2.29 0.18 0.93 0.072
H 1.54 -1.51 2.69 0.139
H 1.79 -3.54 2.19 0.076
H 0.24 -1.18 0.00 0.119
H -0.62 -2.08 1.26 0.064
H 0.12 0.78 1.10 0.088
H -1.86 1.21 2.21 0.107
H -2.05 -0.47 2.72 0.068
H -2.14 -0.56 -0.21 0.091
H -3.02 0.89 0.33 0.066
H -2.65 -3.24 0.03 -0.101
H -4.99 -3.36 1.16 -0.131
C -5.35 1.60 -2.09 -0.013
C -4.61 2.72 -1.41 -0.494
O -3.62 2.50 -0.75 0.066
C -5.15 4.12 -1.57 -0.030
H -4.85 0.65 -1.88 0.087
H -6.37 1.55 -1.72 0.087
H -5.36 1.77 -3.17 0.081
H -6.16 4.17 -1.18 0.082
H -5.14 4.39 -2.63 0.079
H -4.51 4.81 -1.03 0.078
C 6.09 1.12 -1.90 -0.026
C 6.13 0.11 -0.79 -0.503
O 5.43 0.23 0.19 0.068
C 7.07 -1.06 -0.94 -0.025
H 5.37 1.90 -1.66 0.082
H 7.07 1.58 -2.03 0.081
H 5.78 0.64 -2.83 0.084
H 8.09 -0.70 -1.03 0.081
H 6.80 -1.63 -1.83 0.084
H 6.99 -1.70 -0.07 0.083
```

The HOMO-LUMO gap comes out at 6.9 eV. The calculation puts the LUMO energy at 2.3 eV. The charge is -1. The calculated total energy is -3607.0001 a.u.

***

C4H6OSc | ωB97M-V/def2-TZVPD

The geometry in XYZ format:
```
12
Properties=species:S:1:pos:R:3:lowdin_charge:R:1
O 2.82 -0.27 -0.60 -0.123
Sc 4.77 -0.28 -1.47 1.738
C 2.05 -1.01 -0.01 0.082
C -1.28 1.31 1.15 -0.028
H 2.25 -2.09 0.10 0.133
H -0.88 2.29 0.90 0.053
H -1.34 1.05 2.21 0.057
H 1.18 -0.62 0.58 0.143
C -2.01 0.63 0.24 -0.167
C -2.41 -0.15 -0.73 -0.013
H -3.46 -0.13 -1.05 0.073
H -1.70 -0.73 -1.32 0.052
```

The HOMO-LUMO gap (alpha / beta) comes out at 3.1 / 3.1 eV. The spin multiplicity is 2. The calculation puts the LUMO energy (alpha / beta) at -11.4 / -11.4 eV. For the energy above the lowest of the compared OMol25 structures with the same formula, charge and spin, the calculation gives 0.2625 eV. The charge is +2. The calculated total energy is -991.1292 a.u.

***

> What is the formula in the seventh record?

H16O8

***

> Which of these has the lowest calculated total energy?

C18H14AsClO4RuS

***

Please write out number 5 again, unchanged.
C3H6N4O | ωB97M-V/def2-TZVPD

The geometry in XYZ format:
```
14
Properties=species:S:1:pos:R:3:lowdin_charge:R:1
C -0.16 -0.26 -0.71 -0.517
C -0.31 -1.59 -0.36 -0.060
C 0.39 -1.76 0.92 -0.058
H 1.00 1.87 -1.19 0.153
H -0.65 2.60 -1.93 0.156
H -0.32 -2.32 -1.38 0.168
H 0.29 -2.58 1.82 0.165
H 1.27 -0.28 2.35 0.254
H -1.10 1.31 0.33 0.093
N -0.17 1.82 -1.14 -0.120
N -0.66 0.42 -1.62 0.075
N 0.92 -0.52 1.22 -0.063
N 0.36 0.44 0.45 -0.197
O -0.85 0.86 1.23 -0.049
```

The HOMO-LUMO gap comes out at 7.9 eV. The calculation puts the LUMO energy at 0.1 eV. For the energy above the lowest of the compared OMol25 structures with the same formula, charge and spin, the calculation gives 9.3241 eV. Its SMILES is N/N=c1/cc[nH]n1O. The charge is 0. The calculated total energy is -411.8663 a.u.